Record 1
A molecular structure, C30H55Cl3F6N10P in a non-equilibrium geometry, computed with ωB97M-V/def2-TZVPD.

Geometry as XYZ:
```
105
Properties=species:S:1:pos:R:3:forces:R:3
C 5.1383 -2.0587 -4.3388 -0.88 0.89 1.72
C 1.7210 -1.2312 -3.4436 5.39 4.11 -8.16
C 0.9905 1.5296 1.9621 3.04 1.67 1.90
C -4.7965 1.1072 3.6942 -0.67 -1.60 0.38
H -2.5332 -1.0955 -2.4530 -0.74 0.81 -1.97
C -3.7908 -1.4846 1.6418 -1.01 -0.80 -0.16
N 3.0969 -1.6424 -3.4367 2.99 0.00 -1.51
C -5.6146 0.4503 1.3736 -3.00 1.93 -0.13
H 3.9308 4.7147 2.7301 0.18 -0.81 0.27
C -5.5152 1.0179 0.0952 0.21 -1.66 2.64
H 0.4068 3.3645 -0.7199 -0.14 -0.21 0.20
C 2.5902 -0.4110 2.0067 3.19 0.48 0.25
H 6.0187 -3.0781 -1.2438 -0.48 0.21 -0.10
F 1.3305 -2.5398 1.8130 -5.33 -4.88 -5.48
C -6.1067 0.5455 4.3703 0.83 1.57 0.26
N -1.9770 -0.9787 0.0463 -0.37 2.18 -0.54
H -6.9450 1.2403 4.4222 0.22 0.47 -0.37
C 3.9242 -1.5009 -4.5921 -0.79 -0.94 0.50
H -0.6732 -2.8583 -2.2699 -0.99 -0.14 1.76
C 1.1053 2.9057 2.2274 0.61 -1.31 1.19
H -6.2711 -0.2939 1.7997 -0.37 0.29 -0.62
N -4.8955 1.2004 2.2677 2.50 2.33 -4.07
H 3.5468 -1.1165 -5.5282 -0.23 -0.07 0.27
H 1.9608 -1.6419 -0.6088 0.31 0.00 0.47
C 7.3740 -1.7412 -2.3000 0.66 -0.52 -0.45
C -0.5960 0.3469 -3.5308 -1.05 1.55 0.21
H -5.9437 0.6569 -0.8281 -0.04 0.56 0.31
H -3.2118 -2.1952 -1.2958 0.39 -0.27 0.67
C 1.3249 -1.1494 -1.3444 -1.18 0.39 11.45
H 4.0582 1.8454 3.1196 -0.02 -0.25 -0.26
H 3.6739 -0.3109 1.9471 0.34 -0.15 -0.68
C 1.8867 1.7804 -0.4576 -0.04 1.21 -2.25
H 1.6892 -0.3040 -2.8714 0.51 -0.15 -2.04
C -2.8935 -0.0738 -2.5727 1.20 0.28 -1.02
F 0.1508 -0.7169 2.2574 -0.71 -0.31 1.51
C -1.2175 1.5985 -1.8360 2.76 0.76 -0.69
H 1.8341 -2.1664 2.8244 5.21 2.29 3.55
C 2.9891 4.4350 3.2027 -1.64 0.07 -0.35
H -3.0560 3.0996 -0.6119 -0.65 0.62 -0.49
H -4.4039 2.0517 4.0709 -0.57 0.05 0.14
H 2.4218 1.1046 -1.1248 0.58 0.52 0.11
N 2.2178 0.9490 2.2448 0.53 4.68 1.26
H 3.2668 -1.6115 3.7117 0.50 0.40 -0.16
N 5.1054 -2.3656 -2.9897 -2.71 -0.19 0.57
H -4.5855 -1.0931 2.2769 0.74 0.02 0.25
H 0.3629 3.6899 2.2102 0.17 -0.18 -0.13
H 1.4630 1.2547 -3.6365 -0.40 0.28 -0.12
H 6.5949 -3.7281 -2.7289 0.08 0.02 -0.04
C -3.6488 2.2783 -1.0148 -0.88 -0.55 1.86
H 1.5287 -1.5148 -2.3509 2.24 2.46 9.37
H 2.9499 4.5106 4.2893 0.45 -0.02 -0.15
H 1.2544 1.1693 0.1865 0.53 0.60 -1.10
H -3.2141 -2.1452 2.2892 0.53 0.53 -0.40
C 2.3637 -1.2882 3.1939 4.25 2.12 1.35
H 7.0646 -0.7862 -2.7248 -0.16 -0.05 0.17
H -1.7459 2.0562 -1.0128 1.98 -0.17 -0.37
H -3.0923 2.4097 1.8349 -0.63 0.36 -0.01
F -1.0028 -2.6145 1.3304 2.08 -0.25 1.72
F 0.6716 -1.8795 4.0414 -6.15 -4.11 2.25
P -0.0726 -2.2295 2.6425 -6.58 -3.52 2.85
C -0.6560 -0.6896 0.1194 -1.09 -0.05 -2.57
H 6.0569 -2.1431 -4.9005 -0.26 -0.01 -0.06
H 1.2391 -1.0848 -4.4102 1.85 -0.03 -0.63
H -4.4296 2.4574 -1.7539 0.32 0.37 0.05
H -4.0033 0.3775 3.8572 0.09 -0.19 0.38
C 1.0129 2.7209 -1.3575 -0.64 -0.20 1.19
C 6.2475 -2.8010 -2.2729 1.70 -0.40 1.02
H 1.6988 -0.8225 3.9213 2.36 1.56 -0.69
H 0.2211 0.9635 1.4582 1.31 1.46 1.61
N 2.3927 3.1305 2.7934 -0.04 -1.42 -1.61
C -0.9895 -2.1482 -1.5201 -1.33 -0.24 3.22
H -0.1912 -0.0206 0.8284 -1.04 -1.42 -2.27
Cl -0.1528 -2.3027 -3.8321 -4.52 -4.79 -5.31
C -4.0019 1.9551 1.4711 -3.09 -1.36 1.10
H -3.3175 0.0272 -1.5737 0.96 1.02 -1.44
C 0.4729 1.1576 -3.2160 -1.70 -0.27 -0.72
Cl -4.7334 -0.9496 -1.4193 -5.94 -3.20 -0.43
N -1.6613 0.6514 -2.6490 3.81 1.38 -1.72
Cl -1.3098 1.8621 1.0337 -1.30 2.98 -0.52
H 1.4906 -0.0781 -1.2300 -0.12 -1.08 -0.31
H -3.5924 0.1064 -3.3896 0.28 0.31 0.18
C 3.0674 1.9673 2.7074 -1.92 -1.27 0.00
H -5.7873 0.4656 5.4094 -0.31 -0.77 0.04
H 7.8940 -1.5710 -1.3573 -0.50 -0.04 0.20
H 2.2978 5.1773 2.8037 -0.12 0.06 0.21
N -0.0292 -1.3726 -0.8545 -1.92 -0.23 -0.09
F -0.4160 -3.7621 3.1697 2.16 0.94 -0.82
H 1.5405 3.4479 -1.9749 0.37 -0.55 -0.30
H -3.7689 0.1611 0.1449 1.54 -2.34 0.50
H 1.1907 -1.9318 -2.7986 -2.86 -4.94 -7.98
C -2.2419 -1.8171 -1.0082 4.72 -3.16 1.59
H 2.6163 2.3825 0.0839 -0.13 -0.13 0.18
H 2.2549 -0.7104 1.0137 -0.31 -0.03 0.45
N 0.0740 1.9210 -2.1621 -0.86 0.24 0.72
H 3.6231 -2.2893 -1.3826 -0.12 -0.14 -0.29
F -1.5200 -1.8620 3.4627 1.37 0.82 -1.07
C 3.8336 -2.1749 -2.4357 2.54 0.67 -2.91
H -6.5556 -0.3490 3.9386 0.76 -0.26 0.19
C -3.0903 -0.3749 0.8085 0.82 -2.54 2.29
H -4.4024 -2.1537 1.0366 0.27 -0.03 -0.62
H -2.8990 1.5648 -1.3565 -2.92 0.57 0.34
H -2.7570 0.3911 1.5086 0.70 -1.28 -0.32
N -4.3017 1.6597 0.1788 -1.94 5.26 0.13
H 8.1637 -2.1360 -2.9393 0.05 0.22 -0.21
H -0.7844 -0.4695 -4.2123 0.21 0.90 -0.25
```
Forces are in eV/Å.

## Properties
total charge: +1
HOMO level: -9.5087 eV
molecular weight: 807.2 g/mol
Kohn-Sham gap: 6.873 eV
LUMO level: -2.636 eV

Record 2
A single C10H12O3S molecule in a non-equilibrium geometry, computed with ωB97M-V/def2-TZVPD.

Geometry as XYZ:
```
26
Properties=species:S:1:pos:R:3:forces:R:3
H 1.5174 3.0107 -1.2801 0.04 0.02 -0.38
H 0.4048 -2.1454 2.3734 -0.30 -1.63 -0.21
H 2.8163 -1.2833 0.8963 -0.16 -0.58 -1.84
H 2.1581 2.0460 0.6641 0.09 0.13 0.02
H 0.4669 2.1313 1.1450 -0.02 -0.21 0.26
S 0.7394 1.0790 -2.3282 0.22 0.11 -0.27
C -2.4220 0.9454 -0.2666 0.00 -0.02 -0.93
C -1.0118 -0.7885 0.2441 -0.35 -0.30 -0.18
C -1.3247 0.0338 -0.7518 -0.18 0.63 -0.21
O -2.9887 0.2653 0.8020 0.15 1.46 0.94
H 0.6783 -1.6467 -0.6550 0.05 -0.03 -0.14
H -0.5405 -0.9086 -2.4372 0.20 -0.06 -0.16
H -1.5902 0.4347 -2.7923 0.11 0.35 -0.14
C -1.9126 -0.4102 1.3867 -0.07 -0.88 0.25
C 2.2284 -2.1130 1.2767 -0.05 -0.02 0.19
O -1.8276 -0.5888 2.5641 -0.09 -0.08 -0.83
H -0.1675 2.8723 -0.9379 -0.27 -0.15 -0.15
C 0.7513 2.2977 -0.9896 0.24 -0.16 0.57
C 0.8784 -2.0478 1.4008 0.35 -0.07 -0.05
C 1.1507 1.7385 0.3975 -0.05 0.32 -0.43
H 1.1595 0.6569 0.3938 -0.17 -0.15 0.18
H 2.7978 -2.9839 1.5826 0.22 0.63 1.77
O -2.7688 2.0186 -0.6758 0.05 -1.17 0.46
C 0.0134 -1.8753 0.1793 0.50 2.11 0.57
H -0.4200 -2.8456 -0.0531 -0.22 -0.14 0.21
C -0.7863 0.1066 -2.1389 -0.29 -0.09 0.50
```
Forces are in eV/Å.

## Properties
HOMO level: -8.6511 eV
ΔE to the lowest compared entry with this formula, charge and spin: 8.2 kcal/mol
SMILES: C=CCC1=C(CSCC)C(=O)OC1=O
molecular weight: 212.3 g/mol
Kohn-Sham gap: 8.015 eV
LUMO level: -0.636 eV

Record 3
2 unconnected molecules or ions with the total composition C3H8N2O in a non-equilibrium geometry, computed with ωB97M-V/def2-TZVPD.

Geometry as XYZ:
```
14
Properties=species:S:1:pos:R:3:forces:R:3
N 1.1648 0.4421 -1.2559 0.64 -1.00 1.16
H 1.4766 -0.8826 1.4514 -0.15 0.29 0.03
H 0.5084 -1.8090 0.2643 0.07 0.02 -0.19
H -0.2987 -1.2680 1.7428 0.00 0.44 0.05
H -1.3257 -0.9544 -1.2800 0.00 0.07 -0.03
H -1.9313 0.0624 0.0491 0.04 -0.01 0.01
C 0.1088 0.4442 -0.4999 0.55 1.03 -0.33
C -1.3012 0.0409 -0.8372 0.01 -0.29 0.26
H 1.1616 1.9963 0.3585 -0.27 0.04 -0.01
N 0.2202 1.5880 0.4322 -0.55 -0.57 0.46
H 1.4790 -0.4982 -1.5012 -0.65 0.19 -0.96
O -0.0648 1.1075 1.5996 -0.11 1.36 -0.02
C 0.4877 -1.0404 1.0336 0.29 -1.47 -0.49
H -1.6855 0.7711 -1.5572 0.11 -0.10 0.05
```
Forces are in eV/Å.

## Properties
HOMO level (alpha / beta): -8.4808 / -8.7742 eV
ΔE to the lowest compared entry with this formula, charge and spin: 164.2 kcal/mol
molecular weight: 88.1 g/mol
Kohn-Sham gap (alpha / beta): 8.196 / 7.741 eV
LUMO level (alpha / beta): -0.285 / -1.033 eV

Record 4
A molecular structure, C45H60BClN8PS2Ti in a non-equilibrium geometry, computed with ωB97M-V/def2-TZVPD.

Geometry as XYZ:
```
119
Properties=species:S:1:pos:R:3:forces:R:3
C -16.8886 1.9115 15.8915 -0.04 0.75 2.52
C -16.8866 1.3974 14.6414 -0.32 -1.02 -3.00
H -10.0965 5.5571 20.5287 -0.36 0.30 0.20
C -17.9487 2.5646 16.7549 0.32 -0.52 -0.12
H -16.7453 0.5305 11.6935 0.00 0.12 0.31
H -10.7396 6.1059 18.9802 0.01 0.00 -0.19
H -10.7779 -1.6998 24.3377 -1.14 -1.27 -0.64
H -8.6073 1.6620 24.0081 -0.46 -0.78 0.43
N -14.8921 1.0366 15.5287 -0.69 -0.84 -1.50
C -10.1488 -1.1831 14.0056 0.77 -0.21 -0.67
H -16.7174 -2.7964 17.5801 -0.63 -0.03 -0.34
H -13.0796 0.7265 11.9667 -0.58 -0.07 0.19
C -9.7820 -0.7750 26.0310 1.41 -1.39 -0.22
B -15.0574 2.2007 17.7140 0.10 0.08 0.68
C -9.0933 4.6510 16.3971 -0.44 0.80 -1.93
H -16.1007 -1.0126 21.0142 0.02 0.88 -0.67
S -13.0580 -1.5765 15.5770 0.27 -0.89 -0.16
C -10.2282 2.7028 15.4768 1.02 1.34 1.91
C -15.1935 -1.1895 18.9817 0.30 1.92 1.34
C -9.5181 0.2252 16.6447 -0.55 0.16 1.00
H -15.9129 2.9173 20.3942 -0.26 1.33 -1.31
C -15.6160 0.8343 19.8631 -0.79 0.84 0.91
H -9.9031 4.5280 19.2074 -0.38 0.07 -0.35
C -8.8934 0.4885 25.8621 -0.03 0.41 0.97
H -16.7328 1.8480 21.4325 0.48 -0.33 -0.05
C -13.7316 -3.3631 19.1438 -0.43 0.80 -1.49
C -9.7955 -1.8681 12.8151 -0.60 0.61 1.28
H -9.1390 1.2674 26.6020 0.02 -0.31 -0.28
H -9.6593 -2.9491 12.8481 -0.16 0.28 -0.11
H -14.5932 -1.4244 11.7991 -0.13 0.43 0.58
C -14.0139 3.9457 15.3956 -2.95 0.71 0.24
C -12.9840 5.6086 20.3950 -1.09 -1.02 1.01
N -15.0987 0.9814 18.6654 0.68 1.30 -0.71
C -15.8672 1.1059 12.0092 -0.08 0.01 -0.50
H -10.2292 1.9715 12.6803 0.18 0.19 0.40
Cl -11.4573 -0.2442 18.4616 -0.41 0.05 0.45
C -9.7339 -0.0532 23.7925 0.46 0.14 -0.46
H -10.9368 2.7646 20.6953 -0.32 -0.19 -0.09
H -15.6077 3.1751 18.1817 0.17 -0.35 -0.17
H -15.3026 1.2697 11.1082 0.48 -0.24 -0.48
C -15.1444 -2.7320 18.9698 0.37 1.11 -0.37
C -9.3854 3.3114 16.4745 -0.95 -0.75 -1.33
H -13.9944 5.1763 20.4756 0.27 -0.20 -0.19
H -11.4739 3.0324 13.8324 -0.42 0.23 -0.43
C -15.8342 1.9615 20.8085 -0.09 -0.61 1.01
C -9.6688 -1.1468 11.6154 0.00 -1.94 0.00
H -10.3491 -1.7041 14.9656 0.37 0.16 -0.95
C -8.2159 0.2997 16.2359 2.63 0.10 -0.71
C -9.8106 0.1984 11.6246 -0.20 1.94 0.05
H -9.0338 -1.2443 19.7327 -0.46 -0.39 0.70
H -18.7059 1.8603 17.0971 0.14 -0.16 -0.06
C -13.5281 0.8926 12.9621 0.31 -1.51 0.58
C -11.9475 4.5669 19.9746 -0.22 -0.64 -0.94
H -13.6265 4.9272 15.1368 -0.07 -0.19 -1.11
C -16.1024 -3.1579 20.0652 -0.30 -1.72 -0.70
N -9.1713 0.9565 24.4966 0.27 -0.44 0.73
H -13.2321 -3.2362 18.1275 -0.29 -0.39 1.35
N -13.5519 2.5071 17.3849 0.33 -0.01 0.82
H -15.7148 -4.2898 17.6185 -0.15 0.64 -0.19
S -9.7814 -0.0476 22.1394 -0.46 -0.10 -0.57
C -7.5342 -0.8090 18.2746 0.68 0.20 -0.01
H -12.8470 6.0428 21.3646 0.70 0.08 0.79
C -12.5386 3.9176 18.7271 0.69 0.81 -0.98
H -17.6854 1.6012 13.9278 0.22 -0.52 0.25
N -14.7338 -0.1857 18.1204 -0.03 -2.81 0.12
H -9.1261 6.4669 15.1772 -0.54 -0.78 0.13
C -15.7150 -3.1776 17.6433 0.24 -0.93 -0.23
H -15.9104 -2.8329 21.0485 0.67 0.26 1.07
H -7.9271 0.7280 15.2307 -0.52 -0.42 1.31
C -10.0827 0.9161 12.8196 0.42 -0.64 -1.73
H -8.4444 5.1507 17.0513 0.81 0.18 1.23
H -8.9233 2.7266 17.2460 -0.06 -0.29 0.30
C -8.8286 -0.8561 18.7708 -0.31 1.09 -2.26
C -9.5174 5.4384 15.3101 -0.98 -1.19 -0.97
C -10.2045 0.2332 14.0007 -1.05 -0.70 0.51
H -7.8503 0.2060 26.0378 0.00 0.18 -0.38
H -11.3759 3.9554 21.9149 -0.02 -0.24 0.00
H -9.5388 -1.7085 10.6736 0.17 0.47 0.60
H -9.1987 -1.6791 26.4198 -0.48 1.37 -0.41
C -10.4026 4.8324 14.3518 1.36 0.67 2.00
H -13.8808 -4.4454 19.3691 0.50 0.89 0.04
C -10.7889 3.5109 14.5021 0.42 -0.01 0.14
C -9.8009 -0.2741 17.9141 0.56 -0.75 0.51
H -16.0791 -1.3542 12.7124 -2.05 -1.03 -0.03
H -16.1532 -4.2428 20.0890 0.34 -0.34 0.06
N -10.1065 -1.0583 24.6160 0.90 1.91 1.37
H -6.1640 0.0275 16.9125 0.47 -0.19 -0.59
H -12.3599 5.5225 17.1308 0.28 1.28 -0.17
H -13.3667 1.9513 13.1920 -0.39 -0.21 0.11
H -13.9788 3.0975 14.6951 0.23 0.86 0.01
H -6.6847 -1.2399 18.7996 -0.40 0.07 0.39
H -13.1681 -2.7674 19.8683 0.10 -0.65 0.18
H -15.1342 -2.7936 16.8005 -0.08 -0.14 0.13
H -15.1725 4.1342 15.6499 2.33 -0.41 -0.77
P -10.7354 0.9964 15.5889 -1.01 -0.78 -0.58
H -12.6671 2.9845 21.2269 -0.01 -0.51 -0.01
N -12.9693 2.6984 18.6749 -0.27 -0.16 -0.11
H -16.1854 2.1166 12.2871 0.09 -0.29 0.30
C -12.7207 4.5945 17.4509 -0.34 -1.96 0.58
H -13.0958 6.4411 19.7565 0.20 0.81 -1.21
H -17.1211 -2.9079 19.8543 -0.64 0.64 -0.33
C -11.7222 3.4569 20.9987 0.20 1.33 0.76
Ti -13.2940 0.1878 16.5165 -0.14 1.01 1.01
C -15.6358 0.7764 14.3578 0.08 2.14 3.71
C -7.1995 -0.1659 17.0833 -1.32 0.11 0.02
N -15.6843 1.7217 16.4074 0.70 -0.47 -0.68
H -10.5856 -0.6655 26.7584 -0.51 0.31 -0.59
H -14.9345 2.0808 21.4223 -0.20 -0.42 0.27
H -18.4367 3.3073 16.2043 -1.07 0.97 -1.24
H -17.6022 3.1426 17.6052 0.59 -0.50 0.14
H -14.5594 -1.6874 13.6444 -1.03 0.62 -1.88
C -15.7773 -0.4993 20.1003 0.94 -2.09 -0.50
C -13.3735 3.6990 16.6691 0.42 -0.35 1.41
H -10.7705 5.4080 13.5488 -0.37 0.55 -0.83
H -12.9051 0.2435 13.6392 -0.41 0.88 -0.51
H -9.7210 0.7676 10.6891 -0.09 -0.27 0.45
C -10.6260 5.2408 19.6270 0.82 -0.36 0.38
C -15.0705 -1.1313 12.7558 2.75 -0.67 1.82
C -15.0110 0.3470 13.0717 0.50 2.17 -1.72
```
Forces are in eV/Å.

## Properties
total charge: +1
HOMO level: -10.0961 eV
ΔE to the lowest compared entry with this formula, charge and spin: 38.3 kcal/mol
molecular weight: 902.3 g/mol
Kohn-Sham gap: 7.138 eV
LUMO level: -2.958 eV

Record 5
A single C15H20N2O3S2 molecule, computed with ωB97M-V/def2-TZVPD.

Geometry as XYZ:
```
42
Properties=species:S:1:pos:R:3:forces:R:3
N -1.7879 0.0742 -4.8354 0.80 -0.01 -0.13
H -0.3604 -0.2570 -2.4054 0.14 0.20 0.01
H 4.5391 -2.2472 3.7214 0.04 -0.12 -0.02
H 2.8673 -1.7670 4.0185 -0.06 -0.11 -0.01
C -0.4324 1.0552 0.8160 -0.14 0.01 -0.13
C -2.5728 0.9031 -5.4211 -0.85 0.12 0.05
H -2.2756 2.9162 -6.0103 0.04 0.08 -0.04
C -1.0975 -1.2034 1.2954 0.04 -0.07 0.14
C 0.3393 1.0844 1.9649 0.17 -0.01 0.28
H 5.1992 0.0987 3.3778 0.04 0.01 0.09
H -2.3255 -2.3950 -2.6232 0.10 -0.09 -0.20
H 3.7164 1.9578 3.7238 -0.06 0.07 -0.06
C -1.6600 -1.6748 -3.0992 -0.42 -0.08 -0.17
H 0.8815 1.9841 2.2075 0.06 0.05 0.03
H 3.0227 0.9253 2.4672 0.01 0.12 -0.05
H 2.1871 0.6923 5.3879 -0.04 0.09 -0.09
H -0.8940 -2.1907 -3.6819 -0.07 0.02 0.11
H -1.1027 1.7584 -6.6645 0.02 0.00 -0.02
H -0.5023 1.9163 0.1702 0.04 0.15 -0.02
H -4.4958 -1.0028 -3.2417 -0.12 -0.13 0.20
C -0.3344 -1.1832 2.4414 0.08 0.10 0.03
C 3.7782 -1.5062 3.4876 0.15 0.08 0.16
H -2.7539 1.8366 -7.3195 0.03 0.05 -0.09
H 4.4503 -0.0916 4.9624 0.09 0.05 0.04
S -2.0925 -0.1328 -1.0158 0.76 0.25 0.00
S -4.2512 0.7525 -4.9316 0.68 -0.16 0.01
H -1.6735 -2.0695 1.0137 -0.04 -0.19 0.06
C 3.2575 0.9856 3.5318 -0.10 -0.25 0.29
H 1.4316 1.8762 4.3041 -0.02 -0.11 0.05
C -1.1411 -0.0810 0.4869 -0.34 0.15 -0.52
C 4.2569 -0.1159 3.8876 -0.15 0.03 -0.21
H 3.5758 -1.5466 2.4191 -0.06 -0.05 -0.12
C 0.3960 -0.0390 2.7906 -0.21 -0.05 -0.26
C 1.9588 0.9151 4.3420 0.34 0.45 -0.07
O -3.2314 -0.9850 -0.8433 0.08 -0.40 0.12
N -0.9993 -0.9430 -2.0242 -0.33 0.20 0.75
C -3.7834 -0.5153 -3.8740 0.10 0.00 -0.30
C -2.1494 1.9136 -6.4176 0.00 0.19 -0.12
H -0.2827 -2.0384 3.0962 -0.01 -0.11 0.07
O 1.0924 -0.1317 3.9441 -0.22 -0.25 -0.07
O -2.3057 1.2080 -1.4893 0.29 0.02 0.22
C -2.4450 -0.7367 -3.9602 -0.85 -0.31 -0.02
```
Forces are in eV/Å.

## Properties
HOMO level: -8.6885 eV
ΔE to the lowest compared entry with this formula, charge and spin: 10.2 kcal/mol
SMILES: CCCCOc1ccc(S(=O)(=O)NCc2csc(C)n2)cc1
molecular weight: 340.5 g/mol
Kohn-Sham gap: 9.384 eV
LUMO level: 0.696 eV